1.
Entry from the OMol25 dataset: C15H13F5N4O3 as an isolated structure in a non-equilibrium geometry (the ωB97M-V functional and the def2-TZVPD basis).

Orbital gap (eV): 9.249
E_tot (hartree): -1523.3055
Strongest force on any atom (eV Å⁻¹): 4.16
E_HOMO (eV): -9.0
LUMO (eV): 0.2

Element x y z (Å)
F  -3.93493  -3.29178  0.51118
F  -5.30362  -1.55464  0.59086
F  -4.89546  -2.52069  -1.38686
F  -4.16348  1.46037  4.86085
F  -1.97302  1.56894  5.13469
N  3.08606  1.49375  -0.77133
N  2.42670  -0.48681  -1.79353
N  0.31793  1.98319  0.15797
O  4.17177  0.92162  -1.49724
O  -2.15654  -1.28474  0.59379
O  4.15349  -2.44474  -3.08618
C  2.08097  0.69001  -0.99878
C  3.63047  -0.18402  -2.07892
C  -0.81375  2.03136  0.91928
C  0.79696  0.79824  -0.22307
C  -0.01438  -0.29796  0.02008
C  -1.25355  -0.23943  0.67267
C  -1.53351  0.96145  1.26832
N  -2.71708  1.18183  2.07904
C  -4.37306  -2.21862  -0.19884
C  -3.10451  -1.37996  -0.50821
C  -2.86486  0.33396  3.30950
C  -2.84889  2.36367  3.04004
C  5.25009  -0.26284  -3.97059
C  6.03880  -0.75486  -2.80628
C  -2.97488  1.49937  4.24072
C  4.55164  -1.05688  -2.89392
H  3.19161  -2.67155  -3.06895
H  -1.12012  2.95988  1.32116
H  0.37992  -1.36253  -0.21527
H  -3.60134  -0.46098  -0.70631
H  -2.52957  -1.77626  -1.30218
H  -1.92136  -0.20724  3.49782
H  -3.73531  -0.38906  3.22002
H  -3.83669  2.87684  2.98884
H  -2.06084  3.12702  3.06176
H  5.23480  -0.73085  -4.94770
H  5.12167  0.82953  -3.95071
H  6.51102  0.02113  -2.07156
H  6.78688  -1.52568  -3.01216

2.
Entry from the OMol25 dataset: C30H84FN2O14Pd as an isolated structure in a non-equilibrium geometry (the ωB97M-V functional and the def2-TZVPD basis).

Orbital gap (alpha / beta) (eV): 5.396 / 5.410
E_tot (hartree): -2583.7281
Expectation value of S²: 2.007
Strongest force on any atom (eV Å⁻¹): 2.76
E_HOMO (alpha / beta) (eV): -3.6 / -3.6
LUMO (alpha / beta) (eV): 1.8 / 1.8
Multiplicity: 3
Charge: -1

Element x y z (Å)
Pd  -1.72565  2.14731  -0.25351
C  -3.07649  5.27873  1.81835
C  -1.58297  5.55359  1.74231
C  -1.32213  6.77365  2.63985
C  0.13365  6.99646  3.03980
C  0.67969  5.69424  3.65918
C  0.52382  4.46177  2.78950
N  -0.83514  4.40562  2.24820
O  -1.17329  3.33320  1.72440
C  0.75387  3.26258  3.68385
C  1.53755  4.46061  1.67582
C  -1.20326  5.87035  0.29510
H  -3.65991  6.19853  1.80845
H  -3.35907  4.62662  2.64914
H  -3.44424  4.70060  0.96082
H  -1.95407  6.72128  3.52805
H  -1.63038  7.64576  2.05115
H  0.13706  7.74607  3.83359
H  0.77460  7.32744  2.22316
H  0.34717  5.62057  4.69565
H  1.75623  5.89841  3.76834
H  0.60951  2.30372  3.18741
H  0.09303  3.25563  4.55439
H  1.78067  3.23099  4.05649
H  1.68271  5.43467  1.20523
H  1.21889  3.79425  0.86637
H  2.49805  4.00935  1.93656
H  -1.92409  6.54193  -0.16193
H  -1.18393  4.93450  -0.27575
H  -0.18291  6.25920  0.22890
C  -1.09841  0.05339  -2.76027
C  -0.35443  -0.96847  -1.90595
C  1.05103  -1.06132  -2.55991
C  2.18631  -1.56363  -1.71265
C  2.22177  -0.91104  -0.34743
C  0.83065  -0.91978  0.34692
N  -0.19874  -0.50544  -0.54662
O  -1.42100  -0.04954  -0.00507
C  1.00326  -0.01939  1.56289
C  0.63766  -2.36917  0.87939
C  -1.08107  -2.30643  -2.03595
H  -2.04712  0.38018  -2.33809
H  -1.28396  -0.37466  -3.75379
H  -0.50230  0.94514  -2.94580
H  1.32265  -0.04937  -2.88325
H  0.98655  -1.62604  -3.49727
H  3.13152  -1.34332  -2.22558
H  2.17403  -2.65356  -1.61732
H  2.52031  0.14209  -0.42026
H  2.91116  -1.45602  0.30010
H  0.08700  0.02798  2.16664
H  1.07446  1.03419  1.27426
H  1.80052  -0.39023  2.20447
H  0.46683  -3.05544  0.04800
H  -0.22625  -2.47556  1.53008
H  1.55781  -2.72932  1.34926
H  -0.75830  -3.13311  -1.39964
H  -1.09909  -2.67054  -3.06833
H  -2.14020  -2.21246  -1.76744
F  -2.63275  3.15039  -1.92178
C  2.13429  -5.18327  -2.39131
O  1.99608  -6.38035  -3.14817
H  2.93001  -5.22253  -1.64173
H  2.31612  -4.34937  -3.06913
H  1.21643  -4.93183  -1.84790
H  1.18732  -6.80771  -2.86146
C  -2.79580  -3.38099  1.54487
O  -2.57533  -2.02649  1.88460
H  -2.21070  -3.79082  0.71384
H  -2.51532  -4.00275  2.40670
H  -3.85170  -3.51904  1.30134
H  -1.92160  -1.65345  1.26389
C  -4.74527  -1.83939  -0.97368
O  -5.19325  -1.16822  -2.16020
H  -4.46234  -2.84387  -1.26942
H  -3.94588  -1.25221  -0.51345
H  -5.54080  -1.89279  -0.22216
H  -5.52509  -0.30452  -1.90064
C  -0.04241  -6.50417  1.09391
O  -1.02865  -6.65829  0.08496
H  0.20112  -5.44326  1.22798
H  -0.33477  -6.89230  2.06773
H  0.89504  -6.98104  0.79117
H  -0.63607  -7.06958  -0.68607
C  4.05990  2.11235  -4.60185
O  5.48063  1.86067  -4.74564
H  3.92429  3.04587  -4.05760
H  3.57758  2.15012  -5.57828
H  3.68713  1.26814  -4.02838
H  5.87555  2.72000  -4.91257
C  -2.29798  0.91985  3.94834
O  -2.70615  2.26493  3.85070
H  -1.34730  0.78858  4.48065
H  -3.12016  0.29702  4.29290
H  -2.06219  0.52110  2.94632
H  -2.23521  2.67624  3.11698
C  -0.02625  -1.99210  4.52385
O  -0.34992  -2.61422  5.75299
H  0.28929  -2.73582  3.77842
H  -0.85629  -1.50642  4.00203
H  0.81168  -1.30903  4.65348
H  -0.57468  -3.52980  5.57982
C  -2.90051  2.04910  -5.56160
O  -3.19827  1.11737  -6.58934
H  -3.09353  1.60815  -4.57408
H  -1.83441  2.27730  -5.55348
H  -3.52451  2.94521  -5.55589
H  -3.60603  0.34193  -6.19138
C  6.34046  -2.57028  0.42046
O  6.24874  -3.66652  1.32612
H  7.22524  -1.96772  0.66752
H  6.52342  -2.93493  -0.58705
H  5.47239  -1.90812  0.44213
H  6.34392  -3.27610  2.19912
C  3.09652  -4.88692  2.89216
O  3.06792  -6.30424  2.84200
H  4.08593  -4.46538  2.67382
H  2.40565  -4.54841  2.11606
H  2.85327  -4.45199  3.85900
H  3.25833  -6.54521  1.93273
C  -3.06656  -2.16056  -5.14494
O  -4.26601  -1.46995  -4.79441
H  -2.96569  -3.07122  -4.53872
H  -3.15973  -2.55187  -6.15791
H  -2.19684  -1.52509  -4.97695
H  -4.30720  -1.49336  -3.82539
C  1.00708  3.15486  -1.88683
O  0.47565  2.25288  -0.93779
H  0.21013  3.59501  -2.48836
H  1.58777  3.97612  -1.44804
H  1.65939  2.64007  -2.60556
H  1.18731  1.62343  -0.77969

3.
Entry from the OMol25 dataset: C25H43NP2Tm as an isolated structure in a non-equilibrium geometry (the ωB97M-V functional and the def2-TZVPD basis).

Orbital gap (alpha / beta) (eV): 6.317 / 6.381
E_tot (hartree): -2800.6755
Expectation value of S²: 2.003
Strongest force on any atom (eV Å⁻¹): 4.82
E_HOMO (alpha / beta) (eV): -10.5 / -10.5
Energy above the lowest of the compared OMol25 structures with the same formula, charge and spin (kcal per mole): 9.8
LUMO (alpha / beta) (eV): -4.2 / -4.2
Multiplicity: 3
Charge: +1

Element x y z (Å)
Tm  -1.02940  1.55479  1.36771
C  -0.32033  0.61428  3.48880
C  0.82040  1.08231  2.77692
C  -0.58454  2.89760  3.17752
C  -1.16181  1.71692  3.75594
C  0.68168  2.49762  2.56431
C  -0.52685  -0.72970  4.07268
H  0.33003  -1.36741  3.87361
H  -1.41497  -1.19693  3.64117
H  -0.64465  -0.66309  5.15908
C  -2.26772  1.61127  4.72973
H  -1.91069  1.12493  5.64445
H  -3.06319  0.96552  4.35350
H  -2.67859  2.58516  4.97793
C  -1.15126  4.25473  3.40930
H  -1.56778  4.32513  4.42482
H  -1.98374  4.49314  2.73355
H  -0.38721  5.02761  3.26952
C  1.63516  3.28381  1.72069
H  2.47260  3.69701  2.31959
H  1.09232  4.10166  1.21344
H  2.04293  2.60931  0.93795
C  2.01964  0.24918  2.50675
H  2.85812  0.54783  3.15813
H  2.35877  0.34195  1.46304
H  1.79403  -0.79493  2.74924
C  0.24332  -3.20318  1.26788
C  1.41338  -3.77252  1.65794
C  2.71966  -3.20260  1.16598
C  3.02579  -3.62180  -0.30673
C  3.10198  -2.45872  -1.27301
C  2.23686  -1.41522  -1.22520
C  0.97197  -1.37640  -0.40344
C  0.14846  -2.68096  -0.14362
H  3.53634  -3.60936  1.78741
H  2.33126  -4.42401  -0.61813
H  2.75913  -2.08500  1.23724
H  0.54495  -3.42276  -0.85061
H  -0.64155  -3.05761  1.93451
H  1.48817  -4.65877  2.31458
H  -0.92171  -2.53226  -0.38017
H  1.05930  -0.80002  0.53400
H  2.49501  -0.47642  -1.75901
H  0.33191  -0.75590  -1.05505
H  4.00783  -4.12156  -0.33914
H  3.93185  -2.49337  -2.01731
P  -1.03155  -1.02505  -2.92257
P  -1.03981  2.10535  -2.72382
C  -1.28095  -0.14760  -4.54044
C  -1.76711  1.28546  -4.26640
H  -1.99417  -0.71763  -5.17374
H  -0.31453  -0.13850  -5.08052
H  -1.55454  1.87934  -5.17812
H  -2.86064  1.26539  -4.11804
C  -1.62220  3.72352  -3.41558
H  -1.19538  4.57322  -2.88134
H  -2.71044  3.76749  -3.30587
H  -1.37563  3.82587  -4.48319
C  0.67173  2.19739  -3.51694
H  0.60172  2.35216  -4.61208
H  1.21627  1.26295  -3.31275
H  1.23875  3.02341  -3.06036
C  -2.67919  -1.85324  -2.73295
H  -2.88169  -1.92941  -1.65394
H  -2.70630  -2.85391  -3.19743
H  -3.44420  -1.20893  -3.18543
C  -0.05927  -2.43631  -3.65870
H  0.04781  -2.32119  -4.75112
H  -0.54480  -3.40178  -3.44842
H  0.95037  -2.46262  -3.22655
N  -3.21173  -1.23301  1.74664
C  -2.64934  -0.19363  1.68213

Q: Which of these has the highest strongest force on any atom?
A: C25H43NP2Tm